A | Entry from the Open Molecules 2025 dataset: a 3-piece molecular cluster, C2H10O2S2 overall (wB97M-V/def2-TZVPD).

Output
Orbital gap: 9.5 eV
HOMO level: -9.15 eV
SMILES: CCSS.O.O
LUMO level: 0.33 eV

```
16
C2H10O2S2 wB97M-V/def2-TZVPD
C 0.972 0.009 2.452
C 0.867 0.006 0.941
S 0.202 1.622 0.413
S 0.455 1.453 -1.640
H 1.783 0.640 2.783
H 0.046 0.297 2.962
H 1.210 -0.998 2.806
H 1.818 -0.164 0.450
H 0.203 -0.737 0.594
H -0.835 1.211 -1.911
O -0.006 -3.513 -0.134
H -0.401 -3.397 0.737
H -0.543 -2.959 -0.711
O -2.444 -1.541 -0.939
H -3.242 -1.690 -0.417
H -2.089 -0.731 -0.544
```



B | Entry from the Open Molecules 2025 dataset: a 3-piece molecular cluster, C2H10O2S2 overall (wB97M-V/def2-TZVPD).

Output
Orbital gap: 8.5 eV
HOMO level: -8.11 eV
SMILES: CSSC.O.O
LUMO level: 0.41 eV

```
16
C2H10O2S2 wB97M-V/def2-TZVPD
C 1.015 2.289 0.890
S 0.744 1.299 -0.626
S 0.404 -0.539 0.314
C -0.226 -1.417 -1.130
H 0.328 1.959 1.641
H 0.760 3.289 0.576
H 2.068 2.257 1.114
H -1.062 -0.856 -1.550
H -0.516 -2.396 -0.783
H 0.501 -1.478 -1.932
O 3.024 -1.212 -3.521
H 2.543 -0.628 -2.924
H 3.384 -1.885 -2.933
O -4.125 -0.034 3.886
H -3.951 -0.050 2.941
H -4.891 -0.598 4.038
```



Most stable structure - A; separation to the second - 41.7 kJ/mol.



A | Entry from the Open Molecules 2025 dataset: a 2-piece molecular cluster, C10H18IN2S overall (wB97M-V/def2-TZVPD).

Output
Orbital gap: 7.8 eV
HOMO level: -12.35 eV
Total charge: +1
LUMO level: -4.58 eV

```
32
C10H18IN2S wB97M-V/def2-TZVPD
C 0.270 1.660 -1.834
C -0.863 0.915 -1.677
C 1.215 1.939 -0.713
C 0.728 -2.903 0.472
C 0.120 -3.615 -0.439
C 2.197 0.650 1.286
C -1.757 0.558 -2.753
C -1.226 0.292 -0.333
C -1.094 -4.408 -0.195
C 2.494 0.916 3.913
N 1.582 3.213 -0.526
N 1.606 0.909 0.056
S 1.986 1.775 2.431
I 0.824 2.644 -3.585
H 0.287 -2.717 1.427
H 1.756 -2.452 0.402
H 0.650 -3.711 -1.383
H -2.797 0.441 -2.441
H -1.563 -0.454 -3.020
H -1.679 1.111 -3.718
H -0.699 0.622 0.663
H -2.241 0.451 -0.175
H -1.026 -0.727 -0.318
H -1.379 -4.086 0.791
H -0.897 -5.527 -0.179
H -1.889 -4.075 -0.942
H 2.425 1.594 4.805
H 3.679 0.848 3.682
H 2.032 -0.109 4.094
H 1.429 3.867 -1.229
H 2.068 3.611 0.324
H 1.430 -0.043 -0.197
```



B | Entry from the Open Molecules 2025 dataset: a 2-piece molecular cluster, C10H18IN2S overall (wB97M-V/def2-TZVPD).

Output
Orbital gap: 6.6 eV
HOMO level: -11.49 eV
Total charge: +1
LUMO level: -4.91 eV

```
32
C10H18IN2S wB97M-V/def2-TZVPD
C -0.002 0.423 -2.029
C 0.578 -0.558 -2.748
C 0.233 0.941 -0.624
C -1.154 1.918 2.575
C -1.545 0.637 3.292
C -0.213 0.852 2.768
C 0.305 -0.839 -4.251
C 1.768 -1.190 -2.156
C -2.573 -0.273 2.518
C 1.299 -0.980 3.852
N 0.893 2.106 -0.363
N -0.298 0.136 0.272
S 1.412 0.476 2.807
I -1.722 1.547 -2.839
H -1.659 2.081 1.605
H -1.169 2.877 3.156
H -1.628 0.765 4.335
H 0.255 -1.875 -4.268
H 1.150 -0.536 -4.743
H -0.607 -0.290 -4.636
H 2.673 -0.701 -2.451
H 1.737 -1.284 -1.112
H 1.963 -2.208 -2.607
H -1.982 -1.143 2.099
H -3.065 0.236 1.679
H -3.292 -0.591 3.214
H 2.151 -1.618 3.613
H 0.383 -1.511 3.468
H 1.288 -0.621 4.898
H 0.899 2.694 -1.094
H 0.687 2.341 0.608
H -0.669 -0.809 -0.040
```



Most stable structure - B; separation to the second - 30.8 kJ/mol.



A | Entry from the Open Molecules 2025 dataset: an isolated ion of composition C7H11N2O3S and charge +1 (wB97M-V/def2-TZVPD).

Output
Orbital gap: 8.8 eV
HOMO level: -13.34 eV
Total charge: +1
LUMO level: -4.50 eV

```
24
C7H11N2O3S wB97M-V/def2-TZVPD
C -0.067 0.010 -0.764
C 0.255 -0.363 0.676
C -1.984 0.371 0.308
C -3.389 0.820 0.451
C 3.450 -0.882 2.155
C -2.079 0.857 -2.040
C 2.675 -0.747 0.845
N -1.405 0.377 -0.826
N 0.791 -0.173 -1.905
O 0.369 0.234 -2.969
O 1.797 -0.839 -1.651
O 1.348 -0.641 1.317
S -1.165 -0.286 1.680
H -3.796 1.029 -0.508
H -4.027 -0.053 0.811
H -3.455 1.617 1.334
H 3.615 -1.870 2.536
H 4.579 -0.579 1.886
H 3.152 -0.210 2.833
H -3.122 0.631 -2.013
H -1.683 1.900 -2.074
H -1.681 0.363 -2.857
H 2.756 -1.678 0.362
H 3.066 0.113 0.413
```



B | Entry from the Open Molecules 2025 dataset: an isolated ion of composition C7H11N2O3S and charge +1 (wB97M-V/def2-TZVPD).

Output
Orbital gap (spin up / spin down): 7.0 / 7.0 eV
HOMO level (spin up / spin down): -12.87 / -12.87 eV
Total charge: +1
LUMO level (spin up / spin down): -5.87 / -5.87 eV

```
24
C7H11N2O3S wB97M-V/def2-TZVPD
C -1.283 1.163 -0.160
C -2.640 0.752 0.098
C 1.259 -0.855 1.479
C -0.894 1.142 -1.668
C 0.590 0.841 -2.086
C 1.231 -0.223 0.188
C 1.977 -2.172 1.616
N -3.077 0.465 1.331
N -0.370 1.470 0.678
O 0.722 -0.335 2.443
O -2.254 0.730 2.410
O -4.162 0.004 1.623
S 0.928 -0.839 -1.308
H -3.224 0.395 -0.722
H -1.622 0.479 -2.213
H -1.071 2.105 -2.251
H 0.785 0.791 -3.154
H 1.390 1.512 -1.628
H 1.477 0.888 0.329
H 1.424 -2.626 2.382
H 2.851 -1.967 2.203
H 2.070 -2.752 0.771
H -2.812 0.645 3.253
H -0.563 1.290 1.658
```



Most stable structure - A; separation to the second - 59.0 kJ/mol.



A | Entry from the Open Molecules 2025 dataset: a 2-piece molecular cluster, C10H24NSi overall (wB97M-V/def2-TZVPD).

Output
Orbital gap: 7.8 eV
HOMO level: -11.76 eV
Total charge: +1
LUMO level: -3.97 eV

```
36
C10H24NSi wB97M-V/def2-TZVPD
C 1.132 -0.332 2.043
C 1.454 -0.470 0.733
C -3.414 -2.055 0.610
C -1.944 3.728 0.447
C 2.516 -2.383 -0.460
C 3.852 -0.481 0.118
C 0.205 0.876 -2.467
C -2.218 -1.166 0.567
C -0.742 2.825 0.010
C -2.035 -0.359 -0.692
N 2.734 -1.289 0.524
Si -0.886 1.213 -0.872
H 0.204 0.097 2.354
H 1.573 -0.689 3.025
H -4.297 -1.372 0.556
H -3.431 -2.708 -0.264
H -3.465 -2.714 1.468
H -2.736 3.162 0.934
H -1.520 4.578 0.984
H -2.463 4.358 -0.321
H 1.616 -2.087 -0.992
H 3.445 -2.442 -1.060
H 2.374 -3.255 0.068
H 3.661 -0.279 -0.983
H 3.859 0.587 0.531
H 4.925 -0.778 0.091
H 1.237 0.766 -2.340
H -0.321 0.116 -3.191
H 0.140 1.786 -3.129
H -2.279 -0.500 1.340
H -1.296 -1.829 0.922
H -0.306 2.521 0.899
H 0.019 3.474 -0.429
H -3.036 -0.181 -1.157
H -1.455 -0.966 -1.379
H 2.898 -1.753 1.511
```



B | Entry from the Open Molecules 2025 dataset: a 2-piece molecular cluster, C10H24NSi overall (wB97M-V/def2-TZVPD).

Output
Orbital gap: 8.8 eV
HOMO level: -13.51 eV
Total charge: +1
LUMO level: -4.76 eV

```
36
C10H24NSi wB97M-V/def2-TZVPD
C -0.329 2.713 0.019
C 0.406 1.797 -0.897
C -1.760 2.817 -0.291
C -0.408 0.573 -0.986
C -0.594 -0.118 -3.458
C -0.650 -1.950 2.549
C 2.634 -1.115 1.947
C -0.070 -0.494 -2.014
C -0.285 -1.880 1.096
C 1.910 -0.977 0.597
N 0.467 -0.721 0.770
Si -2.159 0.877 -0.204
H -0.167 2.158 1.108
H 0.202 3.663 -0.024
H 0.790 2.261 -1.948
H 1.406 1.550 -0.476
H -2.237 3.532 0.386
H -1.991 3.233 -1.330
H -0.136 0.819 -3.748
H -1.606 0.109 -3.383
H -0.218 -0.826 -4.073
H -1.264 -1.138 2.758
H -1.150 -2.997 2.824
H 0.184 -2.087 3.200
H 2.207 -1.898 2.484
H 3.661 -1.310 1.858
H 2.227 -0.177 2.480
H 0.985 -0.747 -2.046
H -0.502 -1.456 -1.778
H -1.238 -2.040 0.492
H 0.348 -2.819 0.755
H 2.042 -1.922 -0.089
H 2.377 -0.188 -0.145
H 0.380 0.086 1.444
H -2.316 0.525 1.124
H -3.146 0.147 -1.001
```



Most stable structure - B; separation to the second - 137.5 kJ/mol.



A | Entry from the Open Molecules 2025 dataset: one molecule with the formula C7H5NOS (wB97M-V/def2-TZVPD).

Output
Orbital gap: 7.1 eV
HOMO level: -8.11 eV
SMILES: O=C=C=C/C=C\C=C=NS
LUMO level: -0.98 eV

```
15
C7H5NOS wB97M-V/def2-TZVPD
O -0.932 1.342 2.781
C -1.003 1.396 1.620
C -0.871 1.139 0.396
C -0.976 1.285 -0.934
C -0.092 0.714 -1.957
C 0.676 -0.387 -1.894
C 1.114 -1.140 -0.760
C 0.730 -1.008 0.523
N 0.862 -1.013 1.714
S -0.018 -1.754 2.943
H -1.682 1.808 -1.464
H -0.222 0.984 -3.039
H 1.059 -0.712 -2.764
H 1.626 -2.019 -0.784
H -0.271 -0.635 3.619
```



B | Entry from the Open Molecules 2025 dataset: one molecule with the formula C7H5NOS (wB97M-V/def2-TZVPD).

Output
Orbital gap: 8.8 eV
HOMO level: -9.42 eV
SMILES: Cc1ccsc1-c1nc1=O
LUMO level: -0.58 eV

```
15
C7H5NOS wB97M-V/def2-TZVPD
C -1.275 -1.340 0.405
C -0.787 0.012 0.061
C -1.569 1.190 0.013
C -0.821 2.325 -0.093
S 0.871 1.969 -0.324
C 0.554 0.311 -0.185
C 1.707 -0.477 -0.409
N 1.956 -1.784 -0.164
C 3.041 -1.022 -0.449
O 4.191 -0.924 -0.606
H -0.750 -1.974 -0.327
H -1.001 -1.543 1.457
H -2.362 -1.328 0.275
H -2.543 1.364 0.296
H -1.214 3.222 0.049
```



Most stable structure - B; separation to the second - 263.1 kJ/mol.



A | Entry from the Open Molecules 2025 dataset: a 9-piece molecular cluster, H19O9 overall (wB97M-V/def2-TZVPD).

Output
Orbital gap: 10.6 eV
HOMO level: -13.99 eV
Total charge: +1
LUMO level: -3.37 eV

```
28
H19O9 wB97M-V/def2-TZVPD
O 3.833 -0.675 -0.771
H 2.494 2.114 0.051
H 3.041 -2.320 -3.084
O -3.281 -0.946 -1.630
H -1.808 -1.143 -1.219
O 1.189 1.754 3.440
H -3.247 2.069 -0.715
H 1.037 1.410 2.647
O 0.584 -1.039 0.551
H 1.856 1.277 3.976
H -3.156 -1.042 -2.612
O -0.854 -1.672 -1.344
H 1.870 2.733 1.229
H -0.742 -2.011 -2.226
O 1.715 2.110 0.493
H 1.247 -1.028 -0.217
H -0.096 -1.446 -0.686
O -2.351 1.312 3.035
H 3.169 -0.089 -0.519
H -1.801 0.963 3.647
O -3.728 1.272 -0.575
H 0.653 -0.113 1.069
H -1.923 2.087 2.683
O 2.550 -2.389 -2.259
H -4.694 1.303 -0.365
H -3.645 0.008 -1.544
H 3.243 -1.334 -1.347
H 2.843 -3.164 -1.708
```



B | Entry from the Open Molecules 2025 dataset: a 9-piece molecular cluster, H19O9 overall (wB97M-V/def2-TZVPD).

Output
Orbital gap: 11.8 eV
HOMO level: -14.51 eV
Total charge: +1
LUMO level: -2.70 eV

```
28
H19O9 wB97M-V/def2-TZVPD
O -1.699 -0.448 2.656
H 0.319 0.173 0.415
H -1.621 1.973 -0.862
O 1.385 3.616 -1.321
H 1.266 -2.127 2.859
O -2.781 1.536 -0.226
H 1.861 3.858 -2.125
H -3.464 1.182 -0.808
O 2.553 -1.771 -0.056
H 2.029 -2.561 -0.237
H 3.444 -2.018 -0.343
O -1.224 2.643 -1.663
H -0.842 3.261 -1.011
H -0.590 2.170 -2.244
O 0.960 -1.578 3.594
H -2.407 0.840 0.346
H 1.755 -1.579 4.152
O 0.011 -4.236 -0.428
H -2.234 -1.226 2.840
H 0.674 -4.918 -0.553
O -0.644 0.299 0.423
H -0.809 -0.389 1.130
H -0.868 -4.540 -0.665
O 0.729 1.047 -2.934
H 1.168 0.674 -2.154
H 0.220 0.282 -3.236
H -0.881 -0.475 3.180
H 1.690 4.313 -0.726
```



C | Entry from the Open Molecules 2025 dataset: a 9-piece molecular cluster, H19O9 overall (wB97M-V/def2-TZVPD).

Output
Orbital gap: 11.0 eV
HOMO level: -14.03 eV
Total charge: +1
LUMO level: -2.99 eV

```
28
H19O9 wB97M-V/def2-TZVPD
O -2.138 -0.829 -0.368
H 1.089 -1.354 0.298
H 2.228 0.923 -2.738
O 0.285 -1.959 -0.798
H -0.227 1.677 0.932
O 0.730 -1.534 -3.915
H 0.261 -0.226 3.524
H 0.853 -1.642 -3.002
O -0.243 -0.199 2.722
H 1.542 -1.035 -4.214
H 0.469 -0.347 2.057
O -0.743 2.191 1.787
H 1.003 1.926 -0.607
H -1.612 2.322 1.368
O 0.291 1.340 -0.320
H -0.873 1.458 2.486
H 0.121 -2.915 -0.658
O -2.657 0.648 1.872
H -2.163 -0.116 0.250
H -2.646 0.126 2.678
O 1.559 -0.713 0.925
H 0.770 0.405 0.072
H -3.556 0.946 1.737
O 2.890 1.039 -2.037
H 2.476 -0.777 0.702
H -0.618 -1.684 -1.109
H -3.010 -1.002 -0.772
H 3.748 0.916 -2.514
```



Most stable structure - B; separation to the second - 7.9 kJ/mol.



A | Entry from the Open Molecules 2025 dataset: one molecule with the formula C2H10N4O2 (wB97M-V/def2-TZVPD).

Output
Orbital gap: 9.2 eV
HOMO level: -8.56 eV
SMILES: NO[C@H](N)CN(N)O
LUMO level: 0.66 eV

```
18
C2H10N4O2 wB97M-V/def2-TZVPD
N -3.014 0.763 0.576
O -1.674 1.343 0.533
C -0.741 0.485 -0.283
N -1.057 -0.939 -0.180
C 0.613 0.921 0.302
N 1.817 0.010 0.008
N 1.921 -0.297 -1.365
O 1.615 -1.211 0.779
H -3.131 0.605 1.577
H -2.849 -0.181 0.195
H -0.844 0.812 -1.322
H -0.558 -1.393 -0.946
H -0.581 -1.290 0.654
H 0.561 0.982 1.396
H 0.864 1.922 -0.067
H 2.855 -0.062 -1.710
H 1.821 -1.301 -1.526
H 2.380 -1.168 1.380
```



B | Entry from the Open Molecules 2025 dataset: one molecule with the formula C2H10N4O2 (wB97M-V/def2-TZVPD).

Output
Orbital gap: 8.0 eV
HOMO level: -6.99 eV
SMILES: CN[C@H](N)N(O)NO
LUMO level: 1.04 eV

```
18
C2H10N4O2 wB97M-V/def2-TZVPD
C 2.236 0.303 -0.768
N 1.380 0.414 0.413
C -0.050 0.496 0.247
N -0.612 0.928 1.492
N -0.630 -0.814 -0.108
O -0.051 -2.018 0.310
N -1.737 -0.923 -0.934
O -2.808 -0.043 -0.524
H 1.828 0.899 -1.589
H 3.228 0.683 -0.512
H 2.315 -0.747 -1.056
H 1.785 0.708 1.294
H -0.293 1.232 -0.526
H -0.737 1.915 1.691
H -1.309 0.330 1.928
H 0.724 -1.744 0.833
H -2.109 -1.873 -0.804
H -3.159 0.253 -1.388
```



Most stable structure - A; separation to the second - 88.5 kJ/mol.